Record 1
Density functional theory data (ωB97M-V/def2-TZVPD) for a cluster of 4 separate species, CH9O4 in total at a distorted geometry.

As for the charge: -1. As for the gap between HOMO and LUMO: 8.280 eV. The value obtained for the energy above the lowest of the compared OMol25 structures with the same formula, charge and spin is 30.57 kcal per mole. The HOMO energy is -0.158 Eh. As for the total energy: -9372.859 eV.

Each line ends with the natural charge from an NBO analysis.
Geometry (Å):
H  -3.7076  0.4867  -0.6828  0.47
H  1.8147  0.8942  0.4975  0.52
H  -1.3585  -1.2918  0.1791  0.42
H  -3.5964  -0.6910  0.1588  0.51
O  2.6473  0.2973  0.5462  -0.78
H  -0.0493  1.2318  1.7258  0.47
O  0.2282  1.5534  0.8450  -1.06
O  -1.6070  -0.3391  0.1988  -1.32
H  2.2667  -0.1333  -1.7142  0.17
O  -4.3009  -0.0859  -0.2049  -1.00
H  -0.5362  0.9441  0.2716  0.55
H  1.9250  -1.3458  -0.3395  0.17
C  2.6049  -0.4996  -0.6568  -0.27
H  3.6689  -1.0209  -0.8244  0.14



Record 2
Density functional theory data (ωB97M-V/def2-TZVPD) for the molecule C2H4N2OS2.

As for the gap between HOMO and LUMO: 8.092 eV. The value obtained for the energy above the lowest of the compared OMol25 structures with the same formula, charge and spin is 43.76 kcal per mole. Its SMILES is N/C(=N\O)C(=S)S. The HOMO energy is -0.322 Eh. As for the total energy: -28835.185 eV.

Each line ends with the natural charge from an NBO analysis.
Geometry (Å):
N  1.2156  0.0507  0.8975  -0.14
S  1.5824  -0.2927  -2.1202  0.08
H  -0.7543  0.7966  -3.2518  0.15
O  0.9242  -0.1261  2.2483  -0.58
C  0.2674  0.1338  -1.2681  -0.33
N  -1.1271  -0.1953  0.7290  -0.82
H  1.8112  -0.0025  2.6382  0.49
H  -1.7463  -0.7630  0.1819  0.39
H  -1.1426  -0.4053  1.7154  0.41
S  -1.1710  0.8641  -1.9656  0.10
C  0.1405  -0.0604  0.1954  0.25



Record 3
Density functional theory data (ωB97M-V/def2-TZVPD) for the molecule CHNOS2 at a distorted geometry.

As for the gap between HOMO and LUMO (alpha / beta): 6.759 / 6.116 eV. The value obtained for the energy above the lowest of the compared OMol25 structures with the same formula, charge and spin is 45.49 kcal per mole. The HOMO energy (alpha / beta) is -0.314 / -0.310 Eh. As for the total energy: -26257.915 eV.

Each line ends with the natural charge from an NBO analysis.
Geometry (Å):
S  -0.8153  0.8567  -1.7062  0.29
C  0.3933  -0.5950  0.1520  0.38
S  -0.7403  1.4782  1.2519  0.37
H  0.9670  -1.4972  0.3021  0.19
N  0.0970  0.1416  1.1355  -0.62
O  0.0984  -0.3843  -1.1353  -0.61



Record 4
Density functional theory data (ωB97M-V/def2-TZVPD) for a structure of composition C6H13N at a distorted geometry.

As for the gap between HOMO and LUMO: 9.508 eV. The value obtained for the energy above the lowest of the compared OMol25 structures with the same formula, charge and spin is 80.86 kcal per mole. The HOMO energy is -0.312 Eh. As for the total energy: -7919.327 eV.

Each line ends with the natural charge from an NBO analysis.
Geometry (Å):
C  0.4684  -0.2801  0.1729  0.03
C  -0.6342  -0.0636  -2.0087  -0.10
H  2.6228  -0.3457  0.2385  0.22
H  1.0428  -1.2802  2.0074  0.20
C  -1.8012  1.0157  0.4057  -0.58
N  -0.6880  -0.4375  -0.7812  -0.37
H  -0.6854  -1.3938  1.6525  0.22
H  -1.9040  2.0901  0.5406  0.18
H  0.2872  1.1757  1.8248  0.21
H  -2.0843  0.4976  1.3167  0.19
H  -1.5549  -0.0617  -2.5927  0.17
H  1.9330  -1.3281  -1.0695  0.21
C  1.8338  -0.3897  -0.5151  -0.62
H  0.4548  -2.3814  0.7401  0.21
H  -2.5444  0.8103  -0.3647  0.21
C  0.3105  -1.4024  1.2050  -0.60
H  0.5050  1.9110  0.1555  0.20
H  0.2544  0.3572  -2.4794  0.15
C  0.1727  1.0632  0.7505  -0.34
H  2.0111  0.4432  -1.1989  0.21



Record 5
Density functional theory data (ωB97M-V/def2-TZVPD) for a cluster of 8 separate species, C58H126N6O8 in total at a distorted geometry.

As for the gap between HOMO and LUMO: 7.858 eV. The value obtained for the energy above the lowest of the compared OMol25 structures with the same formula, charge and spin is 258.45 kcal per mole. Its SMILES is CC1(C)CCCC(C)(C)N1O.CC1(C)CCCC(C)(C)N1O.CC1(C)CCCC(C)(C)N1O.CC1(C)CCCC(C)(C)N1O.CC1(C)CCCC(C)(C)N1O.CC1(C)CCCC(C)(C)N1O.CCO.CCO. The HOMO energy is -0.290 Eh. As for the total energy: -87492.865 eV.

Each line ends with the Mulliken charge.
Geometry (Å):
H  5.5917  7.6074  6.0538  0.34
H  5.7835  3.5638  5.1210  0.34
H  -3.6312  -6.3520  -7.2559  0.37
H  1.4801  7.1318  -1.9384  0.38
H  -3.7300  -5.4525  -4.5408  0.39
H  -10.3808  -11.1437  3.7197  0.48
O  2.2152  -8.4317  1.9517  -0.51
C  -0.4733  0.2912  3.0859  -1.24
C  -0.2476  -7.8969  1.4091  -1.04
C  -1.9220  8.0759  -2.2523  -1.26
C  7.8242  5.7264  4.5606  1.50
H  -5.0482  -10.1428  4.3324  0.46
H  -2.1217  -5.8001  -7.9603  0.46
C  0.4102  7.0318  -2.1212  -1.55
H  10.1944  3.5053  -4.0411  0.34
H  -0.2741  -2.3657  3.3458  0.39
C  -0.4725  8.2718  -1.6931  1.30
H  7.8482  6.1364  6.5949  0.37
H  -4.0052  -3.9875  -5.9969  0.54
H  4.8390  7.6872  2.8168  0.50
H  -2.9059  -3.6773  -7.2116  0.36
H  -2.9018  0.8404  1.6950  0.29
H  8.6025  4.0507  3.2756  0.36
O  -7.7304  -7.5270  3.9584  -0.48
C  7.9194  1.1584  -0.5603  -2.06
C  -7.1602  -11.0003  2.6783  -0.88
H  8.9828  4.3430  -3.1672  0.40
H  5.3800  0.4713  -1.9183  0.42
H  4.6304  4.4605  3.1829  0.48
C  5.6145  1.9584  -3.5005  -0.84
H  -5.6304  -8.7362  4.9857  0.34
C  8.2442  1.6050  -5.3354  -1.60
H  5.6318  6.3221  2.0549  0.44
H  -7.6144  1.7827  -0.8518  0.32
N  -8.0240  -8.7100  3.3652  0.32
H  -7.9130  -6.9458  3.2164  0.39
H  -8.9527  1.1573  -2.6784  0.34
H  8.5399  3.8103  5.0344  0.41
C  -1.5777  9.9698  -3.8535  -1.14
H  -10.4406  -7.4702  3.6340  0.41
H  -11.5506  -8.6746  3.8940  0.38
C  -3.5001  -2.0652  1.9728  -1.48
C  9.1214  3.6971  -4.0342  -1.76
H  -0.8735  0.9154  5.6603  0.41
H  1.3914  10.7472  -1.5779  0.39
C  8.1495  2.4638  -4.0375  1.29
C  -0.9202  -2.4233  -5.4459  -1.06
H  5.5424  1.0978  -4.1655  0.36
C  -9.5642  -10.7071  3.1445  -1.31
C  -2.9416  -3.7886  -6.1279  -1.26
C  -1.6250  1.4205  5.0535  -1.80
C  4.8556  7.0449  5.4794  -1.66
H  -1.5866  10.2835  -4.8973  0.48
C  0.0218  -3.8969  -3.6786  -1.73
H  6.5905  -1.1142  -1.8692  0.43
H  9.7800  4.8614  4.1679  0.40
H  -3.0430  -1.6720  -5.4780  0.45
H  -6.3151  -11.6335  2.9485  0.48
H  3.4698  5.0743  4.5531  0.36
H  -8.3961  -12.7221  3.1343  0.40
H  -1.3439  -0.3870  1.2538  0.27
C  -9.2729  -9.3304  3.8494  1.21
H  0.3670  8.0494  0.2784  0.42
H  -0.0652  1.2626  2.8067  0.46
C  -8.2808  -11.6566  3.3332  -0.75
H  4.6155  2.3809  -3.3931  0.40
H  -7.6594  0.1113  -0.1173  0.25
C  -0.6504  8.2077  -0.0792  -1.82
H  -4.3817  -2.6425  2.2513  0.38
H  -3.5526  -2.8865  4.7331  0.55
C  -8.2178  0.9082  -0.6085  -0.91
C  -0.0746  -3.7247  -5.1722  1.57
N  6.4417  5.2296  4.5219  0.36
H  5.8206  1.9440  -1.2618  0.51
H  8.1593  6.0877  2.3890  0.46
H  -2.3238  -6.6627  -4.5251  0.48
H  -3.5473  -1.1360  5.2900  0.44
H  9.0435  7.1294  3.3593  0.42
H  7.9350  2.1417  -6.2323  0.40
H  -8.2591  -0.1805  -2.4917  0.21
H  1.1661  -6.5653  2.3164  0.29
H  9.3116  1.4079  -5.4346  0.39
C  -2.5770  -6.1743  -7.0433  -1.83
H  -8.7621  1.4484  0.1661  0.30
C  5.3910  6.1790  4.2070  1.54
H  1.8256  9.8570  -4.2537  0.37
H  -10.1561  -10.1988  5.8021  0.37
C  -1.9821  8.4428  -3.8118  -0.64
H  -2.1539  -7.1770  -6.9834  0.35
H  0.3209  -0.8723  1.3374  0.35
C  6.0362  1.3164  -2.1266  -1.35
C  -2.2213  -5.1236  -5.8852  1.52
H  -6.5167  -10.3115  5.2716  0.35
H  -8.4153  -10.1363  5.6500  0.26
C  8.2289  6.6436  5.7084  -1.71
C  -0.0617  10.1525  -3.4347  1.01
C  6.6810  2.9326  -3.9292  -1.12
C  0.2114  11.6841  -3.5174  -1.92
H  -0.0446  12.0268  -4.5200  0.43
N  -2.4517  -0.6846  4.0657  0.35
H  2.0177  -4.4932  -5.7085  0.32
C  -10.6129  -8.5117  3.3626  -1.69
H  -0.8185  -7.1903  0.8067  0.27
H  0.1895  6.1012  -1.5983  0.42
H  0.2730  -0.1324  3.7581  0.39
H  -6.5737  -8.8836  1.1997  0.44
C  6.9482  7.7439  3.0162  -0.73
C  7.5208  0.8011  -1.9876  1.64
H  -2.6781  -2.6655  -4.2111  0.29
H  3.5343  5.7995  3.0769  0.44
H  0.3167  6.9004  -3.1991  0.33
H  -2.9738  8.2043  -4.1961  0.36
H  -1.3884  7.7018  -4.3471  0.34
C  -2.6553  -5.6265  -4.5929  -1.79
H  0.6966  -3.1118  -3.3374  0.44
O  1.3637  9.7916  -1.6648  -0.48
H  1.6483  -7.0517  0.7718  0.25
H  -0.8326  -3.4901  -3.1377  0.42
C  -9.3350  -9.6121  5.3903  -1.43
H  -5.0221  -9.4178  1.8882  0.38
H  0.1632  -4.9222  -3.3368  0.24
C  -2.4851  -1.8928  3.1814  1.23
C  -6.8372  -9.5315  3.2551  1.07
N  8.4558  1.5742  -2.8907  0.31
H  0.5669  8.4598  -4.7218  0.31
H  -2.2057  -5.1861  -3.7030  0.34
C  4.1960  5.2732  3.7649  -1.98
H  -1.2516  7.3425  0.2001  0.38
H  7.8226  2.2245  -0.3548  0.47
C  -6.0027  -9.6673  4.5583  -1.62
H  -3.7085  -1.0956  1.5206  0.28
H  4.1749  7.8512  5.2060  0.41
H  -0.8189  -1.7248  -4.6153  0.40
O  -10.1526  -0.1313  -1.3941  -0.49
C  -0.9820  -2.0184  2.5933  -1.26
H  -2.1838  10.5283  -3.1402  0.40
C  -2.6810  1.3279  2.6446  -1.61
H  -2.5794  1.4676  5.5780  0.41
H  -5.7175  -7.7947  2.2132  0.36
N  0.0808  9.5716  -2.0661  0.36
C  -1.8552  0.6097  3.7167  1.26
H  7.9269  7.6657  5.4800  0.37
H  -8.0373  -11.9043  4.3663  0.36
H  -0.5276  -2.0647  -6.3974  0.34
H  -7.4636  -10.9871  1.6314  0.29
H  7.0564  8.1575  2.0135  0.35
C  0.8302  9.4967  -4.5132  -1.54
H  7.6846  0.6915  -5.1338  0.37
H  1.7723  -2.7406  -5.2243  0.40
H  -3.5915  1.5781  3.1892  0.45
H  1.2605  11.9463  -3.3807  0.55
C  5.6561  6.9743  2.9279  -1.28
H  -0.8488  -8.1184  2.2909  0.29
H  7.2667  0.7056  0.1860  0.42
H  -0.2518  -8.8595  0.8978  0.36
H  7.5208  -0.8557  -3.4165  0.32
H  -2.2485  2.2960  2.3921  0.42
H  6.7078  8.5481  3.7115  0.34
H  9.3072  6.7368  5.8380  0.40
H  6.4189  3.2658  -4.9334  0.49
H  -10.9432  -8.4719  2.3246  0.39
H  -0.1252  -6.3168  -4.9080  0.37
C  8.7437  4.5320  4.2433  -1.82
H  -0.9182  9.2171  0.2331  0.46
H  -1.5668  2.4252  4.6348  0.44
C  -2.5731  -3.0926  4.3016  -1.81
H  -3.0035  -2.6458  1.1953  0.32
C  -2.4917  -2.5918  -5.2825  -0.69
C  7.4895  -0.7122  -2.3365  -1.65
N  -0.7119  -4.8839  -5.8634  0.04
H  -2.1647  7.0225  -2.1125  0.44
H  0.6126  10.0587  -5.4215  0.42
H  9.8875  0.4277  -3.3237  0.33
H  -1.7556  -3.0665  5.0221  0.33
H  -2.5936  8.5803  -1.5575  0.43
H  6.4911  3.7910  -3.2849  0.35
H  -9.4835  -8.7230  6.0031  0.35
O  9.8434  1.2014  -2.7572  -0.46
H  4.5107  6.4249  6.3069  0.43
H  1.2856  -3.4028  -6.7461  0.49
H  1.9197  -9.2202  1.4907  0.28
H  -0.3361  12.2526  -2.7657  0.39
C  1.3477  -3.6338  -5.6826  -1.78
O  -3.6599  -0.4412  4.6372  -0.50
H  8.9027  0.7091  -0.4215  0.39
C  1.1921  -7.4488  1.6786  -0.19
H  -9.8521  -1.0137  -1.1644  0.32
H  -2.6055  -4.1406  4.0036  0.34
C  -0.5597  -0.6823  1.9509  -0.47
H  -9.9857  -10.5148  2.1579  0.44
O  6.1191  4.3259  5.5986  -0.48
H  -1.0577  -2.7723  1.8098  0.43
H  8.8208  4.3726  -4.8351  0.41
C  8.0537  6.6767  3.3000  -1.35
H  8.2847  -1.2932  -1.8694  0.38
C  -8.9680  0.3966  -1.8979  -0.34
O  -0.0349  -6.0665  -5.8304  -0.42
C  -5.9349  -8.8547  2.0824  -1.77